1.
Molecular formula: C27H79N2O25S8
Method: DFT, wB97M-V/def2-TZVPD

CARTESIAN COORDINATES (ANGSTROEM)
N 18.51 -6.60 -19.96
H 19.46 -6.81 -19.67
H 17.98 -6.21 -19.12
H 17.95 -7.32 -20.44
H 18.50 -5.79 -20.61
N 19.79 -4.50 -16.44
H 19.80 -3.51 -16.10
H 20.00 -5.05 -15.59
H 20.43 -4.70 -17.20
H 18.84 -4.82 -16.77
C 16.44 -4.13 -16.00
C 16.45 -4.32 -17.51
C 16.38 -3.08 -18.40
O 17.49 -5.16 -17.94
H 16.23 -5.05 -15.47
H 15.63 -3.43 -15.73
H 17.34 -3.62 -15.64
H 15.46 -4.80 -17.69
H 16.48 -3.34 -19.45
H 17.25 -2.42 -18.21
H 15.48 -2.50 -18.20
O 15.95 -7.27 -20.50
S 15.07 -8.30 -20.00
O 14.63 -9.32 -20.88
O 15.83 -9.13 -18.82
C 16.36 -8.37 -17.73
C 15.97 -9.06 -16.41
C 13.70 -7.60 -19.07
H 16.01 -7.33 -17.65
H 17.44 -8.27 -17.84
H 16.17 -8.44 -15.55
H 16.53 -10.00 -16.40
H 14.92 -9.33 -16.52
H 13.85 -6.55 -18.84
H 13.56 -8.15 -18.15
H 12.89 -7.76 -19.78
O 14.32 2.78 -17.07
S 15.00 2.34 -18.25
O 16.40 2.61 -18.43
O 14.79 0.77 -18.47
C 13.47 0.25 -18.11
C 13.67 -0.81 -17.03
C 14.04 2.93 -19.68
H 13.02 -0.12 -19.03
H 12.82 1.03 -17.72
H 14.52 -0.57 -16.40
H 14.04 -1.74 -17.49
H 12.77 -1.05 -16.49
H 13.07 2.45 -19.56
H 14.56 2.65 -20.59
H 14.00 4.01 -19.65
O 19.57 -6.68 -14.72
S 18.49 -7.25 -13.98
O 17.18 -6.70 -13.92
O 18.24 -8.75 -14.49
C 19.40 -9.61 -14.73
C 18.90 -10.84 -15.51
C 19.04 -7.54 -12.29
H 19.90 -9.83 -13.79
H 20.01 -9.08 -15.46
H 17.88 -11.11 -15.23
H 19.61 -11.62 -15.25
H 18.86 -10.64 -16.58
H 19.92 -8.18 -12.28
H 18.25 -8.06 -11.76
H 19.25 -6.57 -11.85
O 19.62 -1.86 -15.85
S 19.66 -0.47 -16.21
O 20.69 0.36 -15.65
O 19.70 -0.34 -17.82
C 20.45 0.75 -18.35
C 19.49 1.92 -18.64
C 18.08 0.33 -15.87
H 20.91 0.48 -19.29
H 21.19 1.08 -17.63
H 18.61 1.44 -19.09
H 19.87 2.62 -19.37
H 19.15 2.38 -17.72
H 17.82 0.78 -16.83
H 18.31 1.19 -15.24
H 17.33 -0.32 -15.44
O 18.08 -4.52 -21.84
S 18.66 -3.49 -22.67
O 19.44 -3.83 -23.81
O 17.49 -2.49 -23.17
C 16.47 -2.13 -22.21
C 16.64 -0.72 -21.66
C 19.60 -2.40 -21.59
H 16.34 -2.81 -21.36
H 15.56 -2.28 -22.80
H 17.29 -0.76 -20.79
H 15.71 -0.21 -21.48
H 17.09 -0.08 -22.43
H 19.86 -1.46 -22.06
H 20.50 -2.98 -21.38
H 19.05 -2.27 -20.66
O 12.94 -3.15 -14.79
S 11.61 -3.68 -14.73
O 10.61 -3.29 -15.69
O 11.66 -5.27 -14.75
C 12.58 -5.96 -15.62
C 12.08 -7.35 -15.84
C 10.88 -3.47 -13.12
H 13.56 -5.99 -15.15
H 12.76 -5.33 -16.50
H 12.55 -7.91 -16.65
H 11.04 -7.37 -16.17
H 12.13 -7.95 -14.93
H 9.87 -3.86 -13.18
H 10.88 -2.38 -13.07
H 11.49 -3.89 -12.34
O 13.99 -7.81 -23.70
S 13.71 -6.41 -23.70
O 12.62 -5.85 -24.43
O 13.60 -6.03 -22.13
C 13.02 -4.76 -21.80
C 13.73 -4.19 -20.58
C 15.24 -5.55 -24.06
H 11.93 -4.71 -21.74
H 13.27 -4.12 -22.66
H 13.23 -4.53 -19.68
H 13.63 -3.11 -20.51
H 14.77 -4.53 -20.61
H 15.48 -5.71 -25.12
H 15.99 -5.87 -23.36
H 15.02 -4.48 -24.08
O 17.88 -1.91 -13.77
S 18.24 -3.06 -12.99
O 19.12 -4.07 -13.49
O 18.90 -2.57 -11.60
C 19.37 -1.22 -11.51
C 20.63 -1.03 -12.33
C 16.74 -3.77 -12.26
H 19.67 -1.01 -10.48
H 18.59 -0.50 -11.73
H 21.10 -0.05 -12.15
H 20.54 -0.94 -13.42
H 21.38 -1.78 -12.10
H 16.07 -3.01 -11.89
H 16.93 -4.58 -11.55
H 16.37 -4.32 -13.13

Calculated values
Spin multiplicity = 1
Total charge = +1
Kohn-Sham gap = 8.090 eV
LUMO = -0.083 Ha

=====

2.
Molecular formula: C27H82O14
Method: DFT, wB97M-V/def2-TZVPD

CARTESIAN COORDINATES (ANGSTROEM)
C -4.17 -1.75 0.60
C -5.56 -1.04 0.41
C -6.52 -1.97 -0.29
O -6.12 -0.82 1.64
H -3.84 -2.40 -0.20
H -4.39 -2.53 1.33
H -3.43 -1.01 0.90
H -5.48 -0.13 -0.18
H -6.77 -2.84 0.32
H -6.13 -2.37 -1.23
H -7.43 -1.44 -0.57
H -6.83 -0.18 1.54
C -0.85 -4.40 0.30
C 0.27 -4.91 1.18
C 1.45 -5.60 0.54
O 0.63 -3.90 2.04
H -1.51 -3.64 0.73
H -1.42 -5.26 -0.06
H -0.41 -3.94 -0.58
H -0.18 -5.65 1.85
H 1.87 -4.95 -0.23
H 1.15 -6.54 0.06
H 2.22 -5.81 1.28
H 0.69 -3.18 1.40
C 1.84 1.63 4.17
C 0.76 1.02 5.11
C 1.29 0.89 6.52
O -0.40 1.79 5.13
H 2.82 1.23 4.45
H 1.90 2.72 4.16
H 1.39 1.37 3.22
H 0.41 0.05 4.74
H 1.63 1.87 6.86
H 2.12 0.18 6.52
H 0.49 0.67 7.23
H -0.25 2.67 5.49
C 0.15 0.33 -1.06
C 0.79 -0.22 0.20
C -0.09 -0.02 1.40
O 0.86 -1.68 0.31
H -0.70 -0.33 -1.26
H 0.91 0.24 -1.84
H -0.08 1.39 -0.94
H 1.67 0.39 0.40
H 0.35 -0.30 2.36
H -1.10 -0.43 1.33
H -0.25 1.05 1.53
H 1.17 -1.86 -0.58
C 2.69 4.52 1.06
C 1.18 4.21 0.74
O 0.43 4.89 1.73
H 2.85 4.74 2.12
H 2.92 5.43 0.51
H 3.30 3.65 0.82
H 1.00 3.14 0.87
H 0.73 4.57 -0.18
H 0.66 5.82 1.72
C -3.45 -1.90 4.34
C -2.60 -0.66 4.12
O -2.19 -0.23 5.44
H -2.73 -2.72 4.32
H -4.15 -2.03 3.50
H -4.00 -2.04 5.27
H -3.17 0.08 3.57
H -1.66 -0.90 3.62
H -1.68 0.57 5.29
C 3.73 1.98 -5.36
C 2.73 2.66 -4.44
O 2.52 1.70 -3.38
H 3.31 1.06 -5.74
H 4.63 1.69 -4.82
H 4.03 2.71 -6.12
H 1.89 2.74 -5.13
H 3.10 3.64 -4.12
H 2.03 2.30 -2.82
C 5.14 -0.39 -0.41
C 4.50 0.29 -1.57
O 4.06 -0.68 -2.51
H 5.88 -1.14 -0.69
H 4.43 -0.87 0.25
H 5.78 0.36 0.07
H 5.16 1.06 -1.97
H 3.57 0.73 -1.22
H 4.04 -0.17 -3.33
C -0.18 -0.34 -5.04
C -1.32 -1.10 -5.70
O -2.24 -0.10 -6.13
H 0.58 -0.92 -4.52
H -0.34 0.45 -4.30
H 0.46 0.23 -5.71
H -1.77 -1.79 -5.00
H -1.05 -1.63 -6.61
H -2.56 0.50 -5.45
C -3.92 0.30 -3.35
O -3.77 1.35 -4.30
H -4.76 -0.36 -3.58
H -3.01 -0.25 -3.10
H -4.21 0.80 -2.43
H -4.53 1.92 -4.15
C -0.40 3.55 -3.24
O 0.71 3.46 -2.25
H -1.18 4.11 -2.73
H -0.33 3.89 -4.27
H -0.92 2.59 -3.31
H 1.04 4.35 -2.29
C 3.34 -1.55 2.70
O 3.18 -2.93 2.66
H 4.35 -1.26 2.41
H 2.57 -0.99 2.17
H 3.23 -1.16 3.71
H 2.33 -3.06 2.23
C -3.01 3.28 2.08
O -1.92 3.37 1.27
H -3.71 2.45 2.01
H -2.63 2.88 3.02
H -3.47 4.26 2.26
H -1.15 3.71 1.72
C 2.50 -3.57 -2.49
O 2.19 -2.43 -1.69
H 1.83 -4.42 -2.39
H 2.35 -3.20 -3.50
H 3.54 -3.90 -2.48
H 2.71 -1.70 -2.04

Calculated values
Spin multiplicity = 1
Total charge = 0
Kohn-Sham gap = 9.346 eV
LUMO = 0.002 Ha
Energy above the lowest of the compared OMol25 structures with the same formula, charge and spin = 7.678 eV

=====

3.
Molecular formula: C28H112N56O28
Method: DFT, wB97M-V/def2-TZVPD

CARTESIAN COORDINATES (ANGSTROEM)
C 5.46 3.31 -4.21
O 6.53 3.32 -4.74
N 4.38 3.68 -4.85
N 5.30 3.04 -2.95
H 4.30 3.81 -5.85
H 3.57 3.54 -4.26
H 4.39 3.08 -2.51
H 6.16 2.84 -2.47
C 0.85 -4.15 -2.43
O 0.40 -3.09 -2.10
N 1.78 -4.15 -3.37
N 0.44 -5.33 -2.10
H 2.22 -4.96 -3.79
H 1.72 -3.31 -3.93
H 0.71 -6.13 -2.66
H -0.38 -5.34 -1.51
C -1.80 -2.94 3.19
O -2.11 -3.96 2.69
N -0.97 -2.63 4.22
N -2.32 -1.82 2.85
H -0.34 -3.28 4.66
H -0.91 -1.66 4.50
H -2.89 -1.70 2.03
H -2.02 -1.00 3.36
C -1.71 -6.77 0.46
O -0.84 -6.96 1.29
N -1.87 -5.55 -0.11
N -2.61 -7.62 0.05
H -2.51 -5.44 -0.88
H -1.33 -4.85 0.39
H -3.27 -7.32 -0.66
H -2.63 -8.54 0.46
C 4.41 6.43 3.08
O 5.15 7.01 3.88
N 4.76 5.58 2.19
N 3.12 6.59 3.06
H 4.06 5.17 1.59
H 5.76 5.54 2.07
H 2.44 6.08 2.51
H 2.92 7.33 3.72
C 1.92 -2.96 2.44
O 1.62 -1.77 2.52
N 2.98 -3.46 2.87
N 1.04 -3.79 1.84
H 3.30 -4.38 2.61
H 3.52 -2.73 3.31
H 1.37 -4.74 1.78
H 0.15 -3.60 1.40
C 1.16 2.95 6.04
O 1.08 1.84 5.64
N 1.21 3.96 5.14
N 1.33 3.23 7.27
H 1.14 3.97 4.13
H 1.16 4.89 5.53
H 0.92 2.54 7.88
H 1.52 4.17 7.59
C -5.79 -4.45 0.46
O -6.39 -5.50 0.20
N -6.20 -3.32 -0.01
N -4.67 -4.23 1.03
H -6.96 -3.32 -0.68
H -5.62 -2.50 -0.03
H -4.13 -5.06 1.22
H -4.35 -3.30 0.85
C 0.74 2.76 -3.56
O 1.92 2.72 -3.19
N -0.24 2.54 -2.75
N 0.39 2.89 -4.78
H -1.12 2.31 -3.18
H -0.06 2.35 -1.77
H -0.60 3.06 -4.93
H 1.06 3.02 -5.53
C -3.95 2.63 -0.99
O -3.49 3.55 -1.68
N -5.11 2.00 -1.11
N -3.34 2.19 0.04
H -5.63 2.15 -1.97
H -5.29 1.24 -0.47
H -2.42 2.56 -0.16
H -3.55 1.38 0.60
C 4.37 -4.28 -0.45
O 5.05 -4.13 0.54
N 3.22 -4.89 -0.57
N 4.72 -3.90 -1.62
H 2.85 -5.39 0.23
H 2.73 -4.97 -1.45
H 4.05 -3.77 -2.36
H 5.65 -3.53 -1.74
C 3.70 -0.55 5.33
O 4.53 -1.13 4.63
N 2.53 -0.22 4.85
N 3.79 -0.25 6.56
H 1.86 0.41 5.25
H 2.38 -0.38 3.86
H 3.22 0.59 6.57
H 4.76 -0.23 6.82
C -1.68 -0.52 -5.60
O -1.58 -1.20 -4.63
N -0.65 0.05 -6.21
N -2.73 -0.28 -6.19
H -0.70 0.55 -7.09
H 0.20 -0.45 -5.98
H -2.68 0.27 -7.03
H -3.46 -0.97 -6.12
C -1.92 6.90 -1.81
O -1.35 7.64 -1.04
N -3.00 7.03 -2.45
N -1.62 5.64 -1.97
H -3.30 8.00 -2.46
H -3.14 6.44 -3.26
H -2.16 4.92 -2.43
H -0.82 5.28 -1.47
C 2.33 -0.72 -3.97
O 2.52 -1.69 -4.62
N 1.64 -0.55 -2.91
N 2.70 0.41 -4.50
H 1.44 0.38 -2.57
H 1.36 -1.34 -2.35
H 3.09 0.23 -5.42
H 2.26 1.24 -4.13
C 1.18 5.21 0.64
O 1.12 5.18 1.87
N 1.03 4.22 -0.15
N 1.48 6.22 -0.03
H 1.22 4.23 -1.14
H 0.92 3.31 0.27
H 1.59 6.18 -1.04
H 1.92 6.90 0.58
C 0.38 0.48 0.45
O 0.06 1.58 -0.05
N -0.34 -0.58 0.35
N 1.50 0.24 1.02
H 0.08 -1.48 0.56
H -1.13 -0.44 -0.26
H 2.24 0.91 1.16
H 1.57 -0.64 1.52
C -6.12 1.17 -4.07
O -7.16 0.58 -3.93
N -4.91 0.65 -4.01
N -6.01 2.46 -4.16
H -4.85 -0.34 -4.19
H -4.02 1.12 -4.02
H -5.14 2.84 -4.51
H -6.78 3.09 -3.95
C -1.46 -4.57 -5.70
O -2.00 -5.39 -6.45
N -1.82 -4.43 -4.48
N -0.57 -3.66 -5.96
H -1.31 -3.84 -3.83
H -2.74 -4.71 -4.17
H -0.10 -3.49 -6.83
H -0.61 -2.87 -5.33
C 3.17 2.39 2.39
O 2.01 2.49 2.56
N 3.81 2.29 1.28
N 3.96 2.55 3.38
H 4.80 2.28 1.49
H 3.44 2.22 0.35
H 4.96 2.68 3.35
H 3.27 2.84 4.05
C -6.32 -0.17 1.44
O -5.48 -0.15 0.55
N -6.32 0.63 2.39
N -7.34 -0.90 1.57
H -5.48 1.13 2.66
H -7.06 0.48 3.07
H -7.51 -1.68 0.96
H -8.14 -0.55 2.09
C -1.98 1.45 3.65
O -3.19 1.29 3.37
N -1.31 0.89 4.65
N -1.25 2.26 3.00
H -1.76 0.38 5.40
H -0.34 1.12 4.78
H -1.71 2.57 2.16
H -0.27 2.05 3.16
C 7.71 2.11 1.89
O 6.49 2.27 1.71
N 8.36 2.57 3.00
N 8.46 1.67 0.94
H 7.75 3.00 3.67
H 9.36 2.58 3.13
H 9.46 1.61 1.07
H 7.94 1.17 0.24
C -4.67 -5.25 -2.84
O -3.68 -5.57 -2.24
N -5.62 -6.09 -3.10
N -4.80 -4.00 -3.26
H -6.44 -5.86 -3.65
H -5.69 -6.93 -2.54
H -5.51 -3.78 -3.95
H -4.20 -3.36 -2.77
C 5.25 -0.38 -0.75
O 6.31 -0.66 -0.20
N 5.17 0.42 -1.74
N 4.22 -1.03 -0.37
H 6.01 0.77 -2.18
H 4.31 0.64 -2.22
H 4.50 -1.58 0.43
H 3.27 -0.92 -0.69
C -3.02 -1.68 -1.10
O -3.05 -2.29 0.01
N -2.16 -1.87 -2.02
N -3.94 -0.88 -1.47
H -1.32 -2.36 -1.75
H -2.19 -1.34 -2.88
H -4.60 -0.68 -0.73
H -3.75 -0.09 -2.08
C 0.76 -6.28 5.33
O 0.58 -7.27 6.09
N -0.13 -5.48 4.83
N 1.91 -5.70 5.26
H -1.13 -5.63 4.86
H 0.25 -4.90 4.09
H 2.22 -4.88 4.75
H 2.74 -6.06 5.71
C -2.67 5.99 2.46
O -3.83 6.42 2.26
N -1.61 6.30 1.85
N -2.35 5.22 3.50
H -0.73 5.83 2.06
H -1.58 6.94 1.07
H -3.20 4.94 3.97
H -1.37 5.32 3.74

Calculated values
Spin multiplicity = 1
Total charge = 0
Kohn-Sham gap = 7.522 eV
LUMO = -0.047 Ha
Energy above the lowest of the compared OMol25 structures with the same formula, charge and spin = 19.028 eV

=====

Q: The lowest Kohn-Sham gap belongs to which entry?
A: C28H112N56O28